# 1
C5H16NO2 | wB97M-V/def2-TZVPD

Geometry as XYZ:
```
24
Properties=species:S:1:pos:R:3:mulliken_charge:R:1
C -0.273 0.743 1.860 -0.886
O 0.861 0.623 2.681 -0.554
C 0.022 0.147 0.455 0.230
C 0.607 -1.253 0.611 -0.866
C 0.564 -2.016 -0.705 -0.741
C 1.138 -1.330 -1.969 -1.167
N -1.259 0.211 -0.293 -0.073
H -0.444 1.817 1.783 0.361
H -1.050 0.204 2.408 0.425
H 0.895 -0.101 3.301 0.338
H 0.814 0.798 0.089 0.155
H 1.625 -1.058 0.895 0.393
H 0.114 -1.789 1.423 0.401
H 1.117 -2.938 -0.528 0.444
H -0.395 -2.423 -1.050 0.365
H 0.444 -0.727 -2.562 0.385
H 2.022 -0.720 -1.783 0.295
H 1.415 -2.164 -2.604 0.366
H -1.044 -0.174 -1.226 0.274
H -1.569 1.151 -0.596 0.463
H -1.909 -0.496 0.049 0.419
H -2.048 2.532 -2.341 0.306
H -0.477 2.847 -2.300 0.281
O -1.203 2.398 -1.903 -0.613
```

Calculated values
Net charge: +1
Max |F|: 2.97 eV/Å
E_tot: -405.0784 hartree
HOMO level: -14.1257 eV

# 2
C5H16NO2 | wB97M-V/def2-TZVPD

Geometry as XYZ:
```
24
Properties=species:S:1:pos:R:3:mulliken_charge:R:1
C -0.300 0.210 -3.433 -1.113
C 1.004 -0.265 -2.531 -0.516
C 0.947 -0.053 -1.040 -0.534
C 0.284 1.254 -0.804 -0.720
C -1.040 1.659 1.281 -0.037
N 0.090 1.540 0.673 0.062
H 0.128 0.262 -4.524 0.312
H -1.145 -0.428 -3.328 0.307
H -0.418 1.253 -3.191 0.415
H 1.129 -1.403 -2.607 0.304
H 1.951 0.242 -2.806 0.327
H 0.330 -0.800 -0.579 0.353
H 1.932 -0.053 -0.591 0.459
H 0.892 2.102 -1.104 0.231
H -0.673 1.232 -1.346 0.380
H -0.979 1.926 2.320 0.248
H -2.024 1.723 0.721 0.262
H 0.988 1.416 0.994 0.239
H -0.312 1.026 5.233 0.338
H -1.346 -0.126 4.960 0.321
O -1.132 0.743 4.680 -0.640
H 0.412 -4.664 1.771 0.317
H -0.702 -4.679 2.865 0.336
O -0.016 -4.119 2.388 -0.652
```

Calculated values
Net charge: +1
Max |F|: 5.07 eV/Å
E_tot: -405.0228 hartree
HOMO level: -13.9308 eV

# 3
C5H16NO2 | wB97M-V/def2-TZVPD

Geometry as XYZ:
```
24
Properties=species:S:1:pos:R:3:mulliken_charge:R:1
C 0.572 -0.483 2.133 -1.154
O 0.212 2.912 -0.427 -0.582
C -0.110 -0.904 0.743 0.277
C 0.685 -0.182 -0.324 0.149
C 0.270 -0.289 -1.758 -0.857
C -0.623 -1.564 -2.247 -0.764
N -0.172 -2.319 0.426 -0.251
H 1.641 -0.554 2.198 0.397
H 0.284 0.537 2.348 0.432
H 0.175 -0.981 2.990 0.380
H -1.154 -0.580 0.720 0.413
H 0.595 0.928 0.111 -1.623
H 1.665 -0.613 -0.060 0.654
H -0.463 0.593 -2.067 0.284
H 1.117 -0.306 -2.432 0.493
H -1.675 -1.305 -2.491 0.350
H -0.045 -1.766 -3.132 0.340
H -0.710 -2.399 -1.459 0.280
H 0.239 3.868 -0.573 0.299
H -0.773 -2.782 1.083 0.333
H -0.235 2.490 0.430 0.494
H -1.733 2.322 1.813 0.207
H 1.287 1.578 0.577 1.197
O -1.049 1.799 1.399 -0.749
```

Calculated values
Net charge: +1
Max |F|: 3.76 eV/Å
E_tot: -404.6601 hartree
HOMO level: -13.0790 eV

# 4
C5H16NO2 | wB97M-V/def2-TZVPD

Geometry as XYZ:
```
24
Properties=species:S:1:pos:R:3:mulliken_charge:R:1
C 1.720 -1.889 -0.480 -0.794
O 2.001 -1.645 -1.823 -0.517
C 0.633 -0.807 -0.036 -0.143
C 1.202 0.694 0.097 -0.698
C 0.215 1.455 1.102 -0.445
C 0.257 2.914 1.081 -1.222
N -0.689 -0.948 -1.027 -0.345
H 2.514 -2.021 0.242 0.456
H 1.226 -2.866 -0.414 0.364
H 3.012 -1.503 -1.996 0.359
H 0.169 -0.917 0.999 0.356
H 2.303 0.557 0.415 0.348
H 1.387 0.996 -0.950 0.448
H -0.684 0.896 1.256 0.507
H 0.433 1.206 2.184 0.326
H -0.734 3.345 1.279 0.315
H 0.625 3.572 2.008 0.281
H 0.995 3.322 0.301 0.306
H -1.542 -0.978 -0.410 0.352
H -0.600 -1.946 -1.307 0.362
H -0.544 -0.441 -1.921 0.373
H -4.453 -0.188 -0.489 0.335
H -5.101 -1.668 0.131 0.337
O -4.342 -1.139 -0.241 -0.659
```

Calculated values
Net charge: +1
Max |F|: 4.74 eV/Å
E_tot: -404.9845 hartree
HOMO level: -13.3478 eV

# 5
C5H16NO2 | wB97M-V/def2-TZVPD

Geometry as XYZ:
```
24
Properties=species:S:1:pos:R:3:mulliken_charge:R:1
C -0.906 0.251 1.974 -0.843
O -1.647 -0.874 1.554 -0.562
C 0.154 0.381 0.816 0.202
C -0.512 1.133 -0.387 -0.113
C -1.586 0.506 -1.329 -1.406
C 0.572 1.759 -1.285 -1.312
N 0.364 -1.000 0.140 -0.289
H -1.581 1.106 2.043 0.363
H -0.396 0.291 2.927 0.466
H -2.341 -0.939 2.262 0.352
H 1.089 0.745 1.191 0.606
H -1.093 1.986 0.024 0.397
H -1.915 1.325 -1.980 0.458
H -2.405 0.050 -0.679 0.304
H -1.147 -0.192 -2.041 0.344
H 0.116 2.516 -1.970 0.400
H 1.311 2.143 -0.562 0.349
H 1.094 0.992 -1.855 0.330
H 0.925 -1.590 0.786 0.342
H -0.444 -1.608 0.039 0.339
H 0.879 -0.847 -0.744 0.286
H 3.765 -1.602 -0.744 0.293
H 2.633 -2.098 -1.866 0.306
O 2.874 -1.588 -1.095 -0.613
```

Calculated values
Net charge: +1
Max |F|: 4.30 eV/Å
E_tot: -405.0662 hartree
HOMO level: -14.6322 eV

# 6
C5H16NO4 | wB97M-V/def2-TZVPD

Geometry as XYZ:
```
26
Properties=species:S:1:pos:R:3:mulliken_charge:R:1
C 0.032 0.468 1.505 -0.694
N -1.357 0.143 1.079 -0.068
C -2.382 1.444 1.192 -0.229
O -2.635 1.629 2.430 -0.777
C 0.771 1.452 0.586 -0.791
C 0.993 1.053 -0.882 -0.409
C 1.948 -0.168 -1.056 -0.356
O 1.473 -1.140 -1.954 -0.700
H 0.619 -0.490 1.577 0.373
H -0.030 0.867 2.511 0.404
H -1.738 -0.543 1.750 0.322
H -3.242 1.084 0.580 0.254
H -1.802 2.239 0.631 0.156
H 0.233 2.408 0.575 0.346
H 1.748 1.649 1.078 0.316
H 0.019 0.771 -1.307 0.241
H 1.381 1.921 -1.463 0.343
H 2.151 -0.611 -0.103 0.221
H 2.913 0.185 -1.527 0.269
H 0.421 -1.344 -1.864 0.406
H 0.002 -2.820 -0.616 0.425
H 1.459 -2.986 -0.699 0.333
O 0.707 -3.380 -0.229 -0.758
H -1.320 -0.322 0.103 0.243
H -1.438 -1.879 -2.330 0.073
O -0.929 -1.628 -1.569 -0.943
```

Calculated values
Net charge: -1
Max |F|: 2.10 eV/Å
E_tot: -555.8269 hartree
HOMO level: -4.7254 eV

# 7
C5H16NS2 | wB97M-V/def2-TZVPD

Geometry as XYZ:
```
24
Properties=species:S:1:pos:R:3:mulliken_charge:R:1
C -1.503 2.251 1.843 -1.367
C -1.035 0.819 1.664 0.356
C -2.090 -0.213 2.019 -1.344
N -0.653 0.611 0.213 -0.249
H -0.726 2.975 1.596 0.413
H -2.378 2.453 1.222 0.379
H -1.788 2.408 2.880 0.380
H -0.102 0.653 2.205 0.270
H -2.999 -0.035 1.443 0.384
H -2.348 -0.113 3.072 0.377
H -1.738 -1.232 1.865 0.406
H 0.032 1.296 -0.097 0.433
H -0.225 -0.328 0.050 0.027
H -1.468 0.693 -0.402 0.410
C 0.944 -1.660 -3.091 -1.119
C 2.071 -1.088 -2.243 -0.279
S 1.808 -1.584 -0.497 -0.148
S 2.940 -0.200 0.561 -0.205
H -0.008 -1.194 -2.835 0.291
H 0.860 -2.739 -2.965 0.334
H 1.146 -1.471 -4.145 0.337
H 2.106 0.000 -2.286 0.335
H 3.046 -1.463 -2.548 0.392
H 4.109 -0.840 0.475 0.187
```

Calculated values
Net charge: +1
Max |F|: 0.55 eV/Å
E_tot: -1051.0081 hartree
HOMO level: -12.8557 eV

# 8
C5H16NSi | wB97M-V/def2-TZVPD

Geometry as XYZ:
```
23
Properties=species:S:1:pos:R:3:mulliken_charge:R:1
C 2.804 -1.082 0.606 -1.015
C 2.641 0.398 0.162 -0.371
Si 1.154 0.488 -0.870 0.276
C -0.363 -0.679 -0.305 -0.853
N -1.535 0.224 -0.364 -0.051
C -2.847 -0.528 -0.398 -0.675
C -1.721 1.200 0.745 -0.903
H 2.564 -1.079 1.674 0.314
H 2.152 -1.883 0.148 0.277
H 3.873 -1.366 0.424 0.279
H 3.591 0.756 -0.309 0.385
H 2.458 0.978 1.077 0.300
H 0.842 1.882 -0.627 -0.134
H 1.147 0.318 -2.309 -0.113
H -0.695 -1.422 -0.979 0.415
H -0.281 -1.161 0.666 0.464
H -1.324 0.620 -1.287 0.340
H -2.907 -0.923 0.684 0.342
H -3.644 0.167 -0.713 0.351
H -2.663 -1.440 -1.093 0.274
H -0.887 1.885 0.744 0.351
H -2.566 1.834 0.505 0.410
H -1.794 0.812 1.818 0.336
```

Calculated values
Net charge: +1
Max |F|: 2.46 eV/Å
SMILES: CC[SiH2]C[NH+](C)C
E_tot: -544.0389 hartree
HOMO level: -14.0985 eV

# 9
C5H16OSi3 | wB97M-V/def2-TZVPD

Geometry as XYZ:
```
25
Properties=species:S:1:pos:R:3:mulliken_charge:R:1
C 0.622 -1.739 -0.519 -0.813
C 0.286 -0.656 0.233 0.418
Si -0.993 -0.678 1.631 0.178
O -2.396 -1.530 1.199 0.072
Si -3.911 -2.114 0.924 0.241
Si 1.194 0.953 -0.548 0.443
C 3.012 0.571 -0.919 -1.121
C 0.214 1.362 -2.134 -1.151
C 1.302 2.352 0.981 -1.103
H 1.369 -1.757 -1.343 0.170
H 0.275 -2.835 -0.369 0.197
H -0.377 -1.142 2.977 -0.094
H -1.470 0.795 1.705 -0.145
H -3.941 -3.694 1.018 -0.088
H -4.882 -1.895 2.002 -0.141
H -4.382 -1.360 -0.223 -0.108
H 3.681 0.630 0.057 0.224
H 3.050 -0.469 -1.109 0.341
H 3.468 1.108 -1.658 0.451
H 0.222 0.529 -2.747 0.435
H -0.833 1.820 -2.089 0.276
H 0.785 2.013 -2.669 0.409
H 2.017 2.254 1.760 0.339
H 1.401 3.303 0.497 0.329
H 0.289 2.178 1.344 0.242
```

Calculated values
Max |F|: 4.31 eV/Å
SMILES: C=C([SiH2]O[SiH3])[Si](C)(C)C
E_tot: -1143.8186 hartree
HOMO level: -9.6142 eV

# 10
C5H17N2O | wB97M-V/def2-TZVPD

Geometry as XYZ:
```
25
Properties=species:S:1:pos:R:3:mulliken_charge:R:1
C 1.775 0.315 -0.497 -0.227
N 0.832 1.194 0.208 -0.404
C 0.165 2.217 -0.614 -0.618
C -1.005 2.784 0.171 -1.167
C 1.413 -1.194 -0.373 -1.556
N 0.125 -1.387 0.316 1.616
C -0.012 -2.704 0.934 -1.584
H 1.797 0.540 -1.564 0.261
H 2.769 0.455 -0.094 0.463
H 1.334 1.677 0.937 0.218
H 0.898 2.958 -0.959 0.380
H -0.147 1.721 -1.546 0.425
H -1.746 1.997 0.281 0.259
H -1.337 3.716 -0.274 0.382
H -0.594 3.174 1.109 0.290
H 2.217 -1.799 0.037 0.014
H 1.213 -1.557 -1.390 0.619
H -0.665 -1.328 -0.412 -0.284
H -0.053 -0.614 0.948 0.234
H -1.038 -2.964 1.157 0.448
H 0.618 -2.806 1.805 0.382
H 0.372 -3.457 0.259 0.300
H -3.072 -0.664 -0.855 0.506
H -3.023 -1.600 0.324 0.414
O -2.838 -0.674 0.093 -1.372
```

Calculated values
Multiplicity: 2
Max |F|: 1.40 eV/Å
E_tot: -385.3057 hartree
HOMO level (spin up / spin down): -2.9861 / -9.6415 eV

# 11
C5H17N3 | wB97M-V/def2-TZVPD

Geometry as XYZ:
```
25
Properties=species:S:1:pos:R:3:mulliken_charge:R:1
C 1.573 -0.342 1.685 0.397
N 2.270 -1.401 2.226 -0.463
N 2.345 0.763 1.368 -0.426
N 0.276 -0.261 1.649 -0.582
H 1.042 -0.727 -0.907 -0.049
H 3.128 0.943 1.982 0.215
H -0.248 -0.008 0.217 -0.377
H 1.752 -2.201 2.548 0.194
H 3.270 -1.420 2.114 0.202
H 1.801 1.578 1.136 0.246
H -0.192 -1.080 2.022 0.157
C -0.963 0.275 -0.864 1.860
C -0.603 0.369 -2.348 -1.536
C -1.529 1.629 -0.429 -1.725
C -2.041 -0.801 -0.704 -1.597
H 1.649 -1.186 -0.574 0.069
H -1.474 0.618 -2.964 0.396
H -0.221 -0.582 -2.726 0.448
H 0.152 1.138 -2.524 0.351
H -1.801 1.615 0.628 0.348
H -2.926 -0.586 -1.313 0.415
H -1.654 -1.778 -0.999 0.301
H -0.791 2.420 -0.576 0.356
H -2.437 1.894 -0.980 0.423
H -2.377 -0.871 0.332 0.378
```

Calculated values
Max |F|: 4.01 eV/Å
E_tot: -364.8863 hartree
HOMO level: -7.8979 eV

# 12
C5H17NO2 | wB97M-V/def2-TZVPD

Geometry as XYZ:
```
25
Properties=species:S:1:pos:R:3:mulliken_charge:R:1
C 2.342 2.172 -0.103 -0.743
N 1.229 1.523 0.491 -0.171
C -1.838 0.916 0.302 -1.121
C -0.824 0.770 -0.827 -0.567
C 0.672 0.568 -0.394 0.372
C 0.986 -0.903 0.096 -0.524
H 2.955 1.627 -0.831 0.343
H 2.056 3.104 -0.604 0.360
H 3.036 2.422 0.725 0.338
H -0.294 -0.649 3.142 0.236
H -2.851 1.034 -0.100 0.350
H -1.808 0.020 0.915 0.212
H -1.636 1.747 0.961 0.366
H -0.788 1.668 -1.430 0.420
H -1.073 -0.109 -1.423 0.276
H 1.223 0.686 -1.357 0.346
H 1.232 -0.975 1.179 0.408
H 1.921 -1.124 -0.443 0.306
H 0.169 -1.510 -0.309 -0.191
H -1.274 -2.940 1.083 0.267
H -0.234 -0.039 2.729 -0.256
O -1.756 -2.266 0.592 -0.743
H -1.112 -3.022 -2.242 0.180
H -1.454 -2.463 -0.445 0.445
O -0.878 -2.256 -1.708 -0.909
```

Calculated values
Max |F|: 3.07 eV/Å
E_tot: -405.6565 hartree
HOMO level: -8.2148 eV

Record order is preserved below.
Molecular weight: 122.2 122.2 122.2 122.2 122.2 154.2 154.3 118.3 176.4 121.2 119.2 123.2 g/mol